Arrangement P

This record from OMol25 describes a gas-phase ion, C3H6IN2 (charge +1). The level of theory is ωB97M-V with the def2-TZVPD basis set.

Structure (ORCA input):
```
! RIJCOSX wB97M-V def2-TZVPD def2/J DEFGRID3
* xyz 1 1
N -1.8229 -1.6591 -0.5092
C -0.8861 -1.3485 0.1607
C 0.0142 -0.7516 0.8825
C 0.6220 0.0390 -0.1436
N 0.2080 1.5325 -0.0255
I 2.8611 0.1206 -0.0725
H -1.9842 -2.4681 -1.0839
H 0.2647 -0.8340 1.9168
H 0.3860 -0.2545 -1.1635
H 0.5287 1.9099 0.8780
H -0.8180 1.6119 -0.0664
H 0.6266 2.1020 -0.7735
*
```

Results
**Structure (SMILES)**: N=C=C[C@@H]([NH3+])I
**Orbital gap**: 9.21 eV
**HOMO**: -13.422 eV

---

Arrangement Q

This record from OMol25 describes 2 unconnected molecules or ions with the total composition C3H6IN2. The level of theory is ωB97M-V with the def2-TZVPD basis set.

Structure (ORCA input):
```
! RIJCOSX wB97M-V def2-TZVPD def2/J DEFGRID3
* xyz 1 1
C 0.2710 1.3207 -0.0811
C -1.2051 -0.1312 0.5481
C 0.9206 0.0867 -0.5368
N -0.9103 1.2360 0.3533
N 0.1081 -0.8927 0.2012
I 2.9293 -0.2858 -0.3214
H 0.6396 2.2592 -0.2867
H -1.5413 -0.3769 1.5950
H -2.0701 -0.4332 -0.0705
H 0.3550 0.1713 -2.3050
H 0.4528 -1.1019 1.0677
H 0.0504 -1.8522 -0.1637
*
```

Results
**Orbital gap (spin up / spin down)**: 8.68 / 8.68 eV
**HOMO (spin up / spin down)**: -14.136 / -14.136 eV

---

It is arrangement P that is the most stable of them.

---

Arrangement P

This record from OMol25 describes a molecular structure, C16H32F2LiNO12S6. The level of theory is ωB97M-V with the def2-TZVPD basis set.

Structure (ORCA input):
```
! RIJCOSX wB97M-V def2-TZVPD def2/J DEFGRID3
* xyz 0 1
Li 0.2614 -0.5275 -0.1143
N 2.7602 -2.4358 0.2062
S 4.1867 -2.2492 0.5794
O 5.3068 -2.6556 -0.3334
O 4.5454 -2.2132 1.9973
F 4.0918 -0.6745 0.2634
S 2.7150 -4.1046 0.3149
O 2.8687 -4.6090 1.6861
O 3.2093 -4.9167 -0.8237
F 1.1060 -4.1314 0.0997
C 2.4839 4.2543 3.0704
C 3.3194 4.9983 2.0688
C 2.5599 5.0003 0.6622
S 0.8257 4.5116 0.9859
O 0.7333 3.1162 0.4809
O -0.1057 5.6365 0.6594
C 1.0112 4.3775 2.8279
H 2.7116 4.6027 4.0778
H 2.9106 3.2514 3.0857
H 4.3591 4.6898 1.9596
H 3.4207 6.0343 2.3921
H 2.9646 4.4710 -0.2004
H 2.4453 6.0479 0.3840
H 0.3292 3.6458 3.2610
H 0.6059 5.3450 3.1245
C -6.3898 0.5973 -1.9556
C -6.1071 -0.2137 -0.6255
C -5.4359 -1.6023 -0.9317
S -4.5885 -1.3096 -2.5367
O -4.7096 -2.4624 -3.4364
O -3.2486 -0.8674 -2.1821
C -5.5168 0.1766 -3.1365
H -6.1367 1.6334 -1.7307
H -7.4336 0.5571 -2.2671
H -7.0276 -0.4166 -0.0779
H -5.6553 0.3671 0.1787
H -6.1869 -2.3786 -1.0779
H -4.6005 -1.9753 -0.3392
H -6.1965 -0.3013 -3.8420
H -4.9820 0.9271 -3.7185
C -0.0726 -3.5947 6.4576
C 0.5884 -2.3419 6.8846
C 0.6994 -1.3772 5.7092
S -1.0055 -1.4377 4.9483
O -0.7919 -1.5662 3.5077
O -1.8782 -0.4547 5.6133
C -1.3592 -3.1303 5.6745
H -0.3167 -4.3080 7.2448
H 0.5500 -4.1255 5.7374
H 1.5660 -2.5648 7.3120
H -0.0020 -1.8218 7.6388
H 1.3850 -1.8879 5.0330
H 1.1199 -0.3849 5.8722
H -1.5081 -3.7655 4.8013
H -2.2713 -3.1094 6.2709
C 2.0260 0.7016 -5.0691
C 1.2625 1.3298 -6.2789
C 1.3856 0.5164 -7.5614
S 1.5587 -1.2785 -6.9781
O 2.4661 -2.0718 -7.8355
O 0.2109 -1.7376 -6.7307
C 2.3971 -0.7584 -5.3757
H 1.3939 0.6869 -4.1812
H 2.8989 1.3004 -4.8091
H 1.3889 2.3728 -6.5694
H 0.2189 1.2597 -5.9724
H 2.3200 0.8819 -7.9874
H 0.5574 0.6861 -8.2494
H 3.4604 -0.7726 -5.6148
H 2.3409 -1.4426 -4.5290
*
```

Results
**Orbital gap**: 7.65 eV
**HOMO**: -9.466 eV

---

Arrangement Q

This record from OMol25 describes a molecular structure, C16H32F2LiNO12S6. The level of theory is ωB97M-V with the def2-TZVPD basis set.

Structure (ORCA input):
```
! RIJCOSX wB97M-V def2-TZVPD def2/J DEFGRID3
* xyz 0 1
Li -0.0376 1.2351 -0.0619
N -2.1066 3.8186 -0.5453
S -3.0760 4.0666 -1.6152
O -3.1924 5.4364 -2.2028
O -4.2627 3.2385 -1.6947
F -2.1529 3.4303 -2.7541
S -2.8502 4.9109 0.5932
O -4.1798 4.6575 1.1355
O -2.3922 6.3085 0.4498
F -2.0284 4.3683 1.8972
C -1.2200 -5.8201 -1.8336
C -2.4658 -5.0057 -2.0249
C -2.1931 -3.7768 -2.9062
S -0.4010 -3.4482 -2.7570
O -0.1637 -2.1410 -2.0993
O 0.2259 -3.8996 -3.9842
C -0.0835 -4.7624 -1.5928
H -0.9342 -6.4165 -2.7001
H -1.3818 -6.5432 -1.0342
H -2.7220 -4.7078 -1.0082
H -3.3446 -5.5546 -2.3632
H -2.6924 -2.9321 -2.4316
H -2.4292 -3.8126 -3.9697
H -0.2884 -4.2862 -0.6339
H 0.9420 -5.1047 -1.7319
C 4.5894 -3.6128 2.6280
C 3.4020 -3.3502 3.5330
C 3.7377 -1.9110 4.0498
S 4.1815 -0.9323 2.6067
O 5.2295 0.0433 2.8648
O 2.9816 -0.4682 1.8365
C 4.8177 -2.4132 1.7191
H 4.2544 -4.5178 2.1212
H 5.5167 -3.8794 3.1349
H 3.3458 -4.0459 4.3702
H 2.4548 -3.3754 2.9942
H 4.6365 -1.9300 4.6662
H 2.9832 -1.3730 4.6237
H 5.8752 -2.2322 1.5266
H 4.3449 -2.4846 0.7396
C -6.2408 0.5732 4.4727
C -6.7319 0.1364 3.0853
C -5.9934 -1.1898 2.7423
S -4.2512 -0.8271 3.2281
O -3.3608 -0.2704 2.1728
O -3.7357 -1.9944 3.9423
C -4.7701 0.4217 4.4997
H -6.5586 -0.2197 5.1498
H -6.5393 1.5826 4.7555
H -6.4497 0.8371 2.2996
H -7.8118 0.0069 3.0141
H -5.9371 -1.6253 1.7446
H -6.3118 -1.9673 3.4368
H -4.4140 1.4284 4.2807
H -4.3807 0.0344 5.4412
C 3.4365 3.7154 -4.4233
C 4.6622 4.1051 -5.2586
C 5.8048 4.4445 -4.2310
S 4.9622 5.1291 -2.7660
O 4.8939 6.6058 -2.7503
O 5.4314 4.3182 -1.6426
C 3.3199 4.7052 -3.2997
H 3.5944 2.7217 -4.0039
H 2.5786 3.7473 -5.0949
H 4.4601 4.9688 -5.8921
H 4.9183 3.2216 -5.8433
H 6.6781 5.0661 -4.4285
H 6.1296 3.4636 -3.8840
H 2.9909 5.5720 -3.8728
H 2.7056 4.5122 -2.4203
*
```

Results
**Orbital gap**: 7.28 eV
**HOMO**: -9.181 eV

---

It is arrangement Q that is the most stable of them.

---

Arrangement P

This record from OMol25 describes 2 unconnected molecules or ions with the total composition C5H5NOS. The level of theory is ωB97M-V with the def2-TZVPD basis set.

Structure (ORCA input):
```
! RIJCOSX wB97M-V def2-TZVPD def2/J DEFGRID3
* xyz 0 1
C 0.6185 0.1722 0.0872
C -2.0669 0.2422 0.2297
C -2.6780 -0.9859 -0.2865
C 1.7144 1.0342 -0.0880
C 2.5958 1.8030 -0.2134
H 3.0304 -0.9167 1.3136
H -2.6897 1.2004 0.8417
H -2.0252 -1.9704 -0.8596
H -3.8551 -1.0915 -0.3392
H 3.2620 2.8100 -0.6311
N 0.6478 -1.1175 0.0374
O -0.6883 0.6856 -0.0333
S 2.1344 -1.8657 -0.0585
*
```

Results
**Orbital gap**: 7.87 eV
**HOMO**: -8.509 eV

---

Arrangement Q

This record from OMol25 describes 2 unconnected molecules or ions with the total composition C5H5NOS. The level of theory is ωB97M-V with the def2-TZVPD basis set.

Structure (ORCA input):
```
! RIJCOSX wB97M-V def2-TZVPD def2/J DEFGRID3
* xyz 0 1
S -1.5059 -1.2194 1.4852
C -2.2483 -0.5119 0.1305
C -1.5498 -0.8991 -1.2864
N -0.7035 0.0977 -1.3313
C -1.6086 0.6342 -0.5135
H -0.4837 -1.5726 0.9025
H -3.2871 -0.5853 0.1896
H -2.1073 1.5286 -0.8778
C 2.9615 0.9459 0.4145
C 2.3695 -0.1386 0.0336
O 1.9096 -1.1396 -0.2417
H 3.6020 1.4875 -0.2224
H 2.6515 1.3725 1.3172
*
```

Results
**Structure (SMILES)**: S[C@@H]1C2=N[C@@H]21.C=C=O
**Orbital gap (spin up / spin down)**: 8.89 / 8.89 eV
**HOMO (spin up / spin down)**: -8.728 / -8.728 eV

---

It is arrangement Q that is the most stable of them.

---

Arrangement P

This record from OMol25 describes a single C5H5NOS molecule. The level of theory is ωB97M-V with the def2-TZVPD basis set.

Structure (ORCA input):
```
! RIJCOSX wB97M-V def2-TZVPD def2/J DEFGRID3
* xyz 0 1
S -1.2664 -1.0133 3.0612
N -0.4138 0.1450 2.2027
C -0.1291 0.1516 0.9344
C 0.7379 1.1534 0.3822
C 0.9559 1.0909 -0.9391
C 0.4667 0.0110 -1.6880
C -0.4316 -0.8835 -1.1961
O -0.7581 -0.8411 0.1409
H -1.8214 -1.6362 2.0307
H 1.2798 1.7466 1.0269
H 1.5999 1.8591 -1.4685
H 0.6180 -0.0631 -2.7070
H -0.8379 -1.7204 -1.7803
*
```

Results
**Structure (SMILES)**: S/N=c1/cccco1
**Orbital gap**: 7.84 eV
**HOMO**: -7.701 eV

---

Arrangement Q

This record from OMol25 describes a single C5H5NOS molecule. The level of theory is ωB97M-V with the def2-TZVPD basis set.

Structure (ORCA input):
```
! RIJCOSX wB97M-V def2-TZVPD def2/J DEFGRID3
* xyz 0 1
O 0.0049 2.0382 -0.2317
C 0.6108 0.9536 -0.0403
C 2.1402 0.7749 0.1478
C 2.4759 -0.6032 0.0776
N 1.3428 -1.3725 -0.2263
C 0.1484 -0.5224 -0.0279
C -1.0400 -1.0767 -0.1377
S -2.4821 -0.0839 0.1124
H 2.8464 1.6814 0.6044
H 3.4303 -0.9493 0.3783
H 1.1535 -2.4326 0.3221
H -1.2107 -2.0951 -0.1326
H -1.9562 1.2837 0.3508
*
```

Results
**Structure (SMILES)**: O=C1C=CN/C1=C/S
**Orbital gap**: 8.09 eV
**HOMO**: -8.399 eV

---

It is arrangement P that is the most stable of them.